1.
C18H31BrGeO3Pt | the ωB97M-V functional and the def2-TZVPD basis

Positions of all 55 atoms, in Å:
1 Pt 0.185 0.380 -0.044
2 C 3.671 -0.044 0.998
3 C 2.354 0.015 1.732
4 C 2.396 -0.651 3.094
5 C 1.730 1.414 1.794
6 O 1.351 -0.765 0.943
7 Ge -0.369 -2.064 1.451
8 O -0.423 -1.387 -0.600
9 C -1.225 -1.775 -1.820
10 C -1.366 -3.276 -1.587
11 C -2.549 -1.044 -1.766
12 C -0.426 -1.474 -3.063
13 O -0.980 -0.312 1.602
14 C -2.181 0.292 2.294
15 C -2.652 1.401 1.373
16 C -1.718 0.810 3.632
17 C -3.204 -0.819 2.433
18 H 4.420 0.496 1.580
19 H 3.615 0.440 0.022
20 H 4.010 -1.072 0.885
21 H 3.070 -0.093 3.747
22 H 2.788 -1.666 3.020
23 H 1.413 -0.652 3.571
24 H 2.426 2.160 2.187
25 H 0.836 1.430 2.414
26 H 1.509 1.825 0.761
27 H -1.897 -3.499 -0.658
28 H -0.401 -3.780 -1.605
29 H -1.977 -3.684 -2.395
30 H -3.082 -1.250 -0.838
31 H -3.181 -1.369 -2.593
32 H -2.414 0.037 -1.878
33 H 0.563 -1.930 -3.024
34 H -0.350 -0.402 -3.249
35 H -0.956 -1.900 -3.917
36 H -1.857 2.143 1.222
37 H -3.485 1.943 1.821
38 H -2.997 1.001 0.417
39 H -1.014 1.637 3.524
40 H -1.258 0.018 4.225
41 H -2.573 1.183 4.196
42 H -3.470 -1.239 1.460
43 H -4.118 -0.435 2.884
44 H -2.844 -1.613 3.095
45 Br 2.661 3.220 -5.354
46 C 2.051 2.322 -3.904
47 C 0.872 2.779 -3.247
48 C 0.447 2.086 -2.141
49 C 1.161 0.954 -1.684
50 C 2.311 0.488 -2.342
51 C 2.757 1.173 -3.443
52 H 0.345 3.650 -3.613
53 H -0.448 2.451 -1.627
54 H 2.834 -0.399 -2.011
55 H 3.644 0.849 -3.973

Forces on the atoms, in the same order (eV/Å):
0.1 -0.3 0.0
0.0 0.2 0.0
-0.4 0.2 0.2
0.0 0.1 0.0
-0.1 -0.2 0.3
0.6 -0.5 -0.5
-0.2 0.2 -0.2
0.2 0.0 -0.1
-0.1 -0.1 0.3
-0.1 0.1 -0.1
0.0 0.0 -0.1
-0.1 0.0 -0.1
0.0 0.2 0.2
-0.1 -0.1 -0.2
0.0 0.0 0.0
0.1 0.0 0.1
0.0 0.0 0.0
0.0 0.0 0.0
0.0 0.0 0.0
0.0 0.0 0.0
0.0 0.0 0.0
0.0 0.0 0.0
0.0 0.0 0.0
0.0 0.1 -0.2
0.0 0.0 0.0
0.0 0.1 -0.1
0.0 0.0 0.0
0.0 0.0 0.0
0.0 0.0 0.0
0.0 0.0 0.0
0.0 0.0 0.0
0.0 0.0 0.0
0.0 0.0 0.0
0.0 0.0 0.0
0.0 0.0 0.0
0.0 0.0 0.0
0.0 0.0 0.0
0.0 0.0 0.0
0.0 0.0 0.0
0.0 0.0 0.0
0.0 0.0 0.0
0.0 0.0 0.0
0.0 0.0 0.0
0.0 0.0 0.0
0.0 0.0 0.0
0.0 0.0 0.0
0.1 -0.1 0.0
0.1 0.0 -0.1
-0.1 0.4 0.2
-0.2 -0.1 0.1
0.0 0.0 -0.1
0.0 0.0 0.0
0.0 0.0 0.0
0.0 0.0 0.1
0.0 0.0 0.0

Values from the calculation:
Lowest unoccupied orbital energy (spin up / spin down)   -12.55 / -13.53 eV
Orbital gap (spin up / spin down)   0.25585 / 0.22986 Eh
Total energy   -155084.02615 eV
2S+1   2
Total charge   +3
Maximum force   0.88 eV Å⁻¹

---

2.
C18H31ClN2NbO | the ωB97M-V functional and the def2-TZVPD basis

Positions of all 54 atoms, in Å:
1 C 5.005 -1.394 2.224
2 C 4.493 -0.781 0.910
3 C 3.187 -1.396 0.387
4 C 3.163 -1.384 -1.168
5 Nb 1.286 -0.436 1.212
6 Cl 2.102 -0.160 3.533
7 C 1.795 1.661 0.523
8 C 1.329 2.739 1.527
9 C 0.479 -2.534 1.734
10 C -0.964 -2.820 1.348
11 O -1.884 -1.974 2.044
12 H 4.463 -2.293 2.495
13 H 6.072 -1.589 2.178
14 H 4.856 -0.696 3.041
15 H 5.257 -0.948 0.147
16 H 4.437 0.299 1.038
17 H 3.190 -2.437 0.705
18 H 4.148 -1.161 -1.579
19 H 2.788 -2.320 -1.568
20 H 2.499 -0.610 -1.544
21 H -0.360 0.194 1.740
22 H 0.455 -0.744 -0.379
23 H 2.863 1.808 0.344
24 H 1.299 1.840 -0.430
25 H 1.634 3.727 1.178
26 H 0.248 2.723 1.591
27 H 1.748 2.573 2.513
28 H 1.087 -3.311 1.264
29 H 0.535 -2.684 2.812
30 H -1.098 -2.737 0.271
31 H -1.251 -3.839 1.630
32 H -2.173 -1.272 1.438
33 N 0.308 1.385 -2.785
34 C -0.558 0.773 -3.586
35 C -0.654 1.021 -4.948
36 C 0.198 1.960 -5.507
37 C 1.107 2.605 -4.685
38 C 1.121 2.281 -3.335
39 H -1.204 0.046 -3.104
40 H -1.378 0.491 -5.552
41 H 0.156 2.183 -6.566
42 H 1.793 3.344 -5.078
43 H 1.819 2.757 -2.654
44 N -5.971 0.174 -0.265
45 C -6.737 1.048 0.383
46 C -6.754 1.183 1.762
47 C -5.930 0.361 2.514
48 C -5.124 -0.554 1.859
49 C -5.181 -0.605 0.474
50 H -7.368 1.671 -0.242
51 H -7.396 1.915 2.233
52 H -5.912 0.435 3.594
53 H -4.461 -1.214 2.403
54 H -4.562 -1.304 -0.078

Forces on the atoms, in the same order (eV/Å):
-0.1 0.6 0.1
0.1 -0.3 0.3
-0.4 -0.1 -0.9
-0.3 0.5 0.5
2.3 0.4 2.3
-0.4 0.0 -0.7
-0.8 0.0 -0.1
0.1 -0.2 -0.5
-1.0 0.4 -0.8
0.1 -0.2 0.3
-0.8 0.1 -0.4
0.0 -0.3 -0.1
0.2 -0.2 0.0
-0.1 0.0 0.2
0.1 0.0 -0.2
-0.1 0.2 -0.1
0.0 -0.2 0.1
0.3 -0.2 -0.1
0.0 -0.2 -0.1
0.0 0.1 -0.2
-0.4 -0.2 -0.6
0.0 0.0 0.5
0.2 -0.4 0.0
-0.1 0.1 -0.2
0.0 0.2 0.1
-0.2 0.1 0.2
0.0 0.0 0.2
0.2 0.0 -0.1
0.3 0.2 0.2
0.0 0.1 -0.2
-0.1 -0.1 0.0
0.6 -0.1 0.4
0.0 0.1 -0.1
0.0 -0.1 0.1
0.0 0.0 0.0
0.0 0.0 0.0
0.0 0.0 0.0
0.0 0.0 0.1
0.0 0.0 0.0
0.0 0.0 0.0
0.0 0.0 0.0
0.0 0.0 0.0
0.0 0.0 0.0
0.0 0.0 0.1
0.0 0.0 -0.1
0.0 0.0 0.0
0.0 0.0 0.0
0.0 0.0 0.1
0.0 0.0 -0.1
0.0 0.0 0.0
0.0 0.0 0.0
0.0 0.0 0.0
0.1 0.0 0.0
0.0 0.0 0.1

Values from the calculation:
Lowest unoccupied orbital energy   2.77 eV
Orbital gap   0.25732 Eh
Total energy   -38265.90028 eV
Total charge   -1
Maximum force   3.30 eV Å⁻¹

---

3.
C18H31F3NO11PSi2 | the ωB97M-V functional and the def2-TZVPD basis

Positions of all 67 atoms, in Å:
1 C -0.992 2.485 -1.851
2 P -1.147 1.038 -2.960
3 C -2.819 0.987 -3.728
4 Si -0.824 -0.830 -1.813
5 C 0.872 -1.499 -2.248
6 C 1.250 -2.855 -1.650
7 C 1.693 -2.812 -0.199
8 F 1.041 -3.748 0.542
9 F 3.021 -3.130 -0.101
10 F 1.551 -1.612 0.382
11 O -2.005 -1.985 -2.118
12 Si -2.595 -2.841 -0.855
13 N -3.914 -1.986 -0.061
14 C -3.777 -1.776 1.126
15 O -3.693 -1.525 2.253
16 H -0.909 2.211 -0.808
17 H -0.121 3.069 -2.101
18 H -1.852 3.138 -1.939
19 H -3.544 1.603 -3.210
20 H -3.163 -0.038 -3.709
21 H -2.785 1.333 -4.749
22 H -0.829 -0.561 -0.344
23 H 1.621 -0.745 -2.063
24 H 0.846 -1.634 -3.328
25 H 0.451 -3.573 -1.771
26 H 2.091 -3.248 -2.205
27 H -3.133 -4.092 -1.406
28 H -1.542 -3.137 0.128
29 C 3.084 -3.090 3.091
30 C 3.321 -4.046 4.231
31 C 2.084 -4.420 5.018
32 O 2.617 -4.684 6.322
33 C 3.762 -3.970 6.455
34 O 4.350 -3.821 7.473
35 O 4.135 -3.450 5.261
36 H 2.736 -2.126 3.465
37 H 4.008 -2.909 2.545
38 H 2.350 -3.494 2.407
39 H 3.839 -4.942 3.876
40 H 1.578 -5.301 4.631
41 H 1.370 -3.595 5.090
42 C 5.217 4.328 -2.083
43 C 4.514 3.017 -2.325
44 C 3.470 3.041 -3.421
45 O 2.545 2.036 -2.981
46 C 2.643 1.946 -1.637
47 O 1.886 1.344 -0.946
48 O 3.715 2.635 -1.188
49 H 4.510 5.080 -1.730
50 H 5.983 4.218 -1.318
51 H 5.690 4.683 -2.998
52 H 5.242 2.220 -2.501
53 H 3.866 2.787 -4.400
54 H 2.944 3.997 -3.479
55 C -5.472 1.182 0.576
56 C -4.822 2.410 1.159
57 C -5.778 3.517 1.549
58 O -4.976 4.691 1.370
59 C -4.029 4.409 0.443
60 O -3.325 5.213 -0.070
61 O -4.006 3.080 0.180
62 H -5.963 1.421 -0.368
63 H -4.732 0.418 0.362
64 H -6.208 0.771 1.267
65 H -4.180 2.139 2.001
66 H -6.121 3.446 2.578
67 H -6.642 3.578 0.882

Forces on the atoms, in the same order (eV/Å):
-0.4 0.0 0.4
0.8 0.0 -1.2
-0.1 0.1 0.6
0.2 0.7 0.5
-0.7 -0.5 -0.3
0.2 0.5 -0.1
0.5 -0.4 -0.2
0.1 0.5 0.0
-0.5 0.2 0.1
-0.1 -0.5 0.1
0.4 0.2 0.3
-0.5 -0.5 -0.6
0.7 -0.4 -0.1
-0.2 0.3 0.0
-0.1 0.0 0.4
0.0 -0.1 0.3
0.3 0.0 -0.2
-0.3 0.1 -0.1
-0.2 0.1 0.3
-0.2 -0.3 -0.1
0.2 0.0 -0.3
-0.2 -0.1 0.0
0.2 0.3 0.2
0.0 0.0 -0.3
-0.3 -0.2 0.2
0.3 -0.2 -0.1
-0.1 0.0 0.0
0.0 0.1 0.1
0.4 0.3 0.3
-0.1 0.2 -0.2
0.0 -0.1 0.1
-0.1 0.0 -0.1
0.0 0.0 -0.1
0.1 0.0 0.2
0.0 -0.1 0.0
-0.1 -0.1 0.0
0.0 -0.1 -0.1
-0.1 -0.1 0.0
0.0 0.0 0.1
0.0 -0.1 0.1
0.0 0.1 -0.1
0.0 0.0 0.3
0.1 0.3 -0.1
0.0 -0.1 -0.1
0.0 0.1 -0.1
0.1 0.1 0.0
-0.1 -0.1 0.1
0.0 -0.1 -0.1
-0.1 0.0 -0.1
0.0 0.0 0.0
0.0 0.0 0.0
-0.1 -0.1 0.0
-0.1 -0.1 0.0
0.0 0.0 0.1
0.1 0.0 -0.3
-0.2 -0.2 0.0
0.0 0.1 0.1
-0.1 -0.1 0.0
0.0 -0.1 0.0
0.1 0.1 -0.1
0.0 0.0 0.1
-0.1 0.1 0.1
0.0 0.0 0.0
0.0 0.0 0.0
0.0 0.1 0.0
0.1 0.1 0.0
0.0 -0.1 0.0

Values from the calculation:
ΔE to the lowest compared entry with this formula, charge and spin   0.0 kJ/mol
Lowest unoccupied orbital energy   0.48 eV
Orbital gap   0.30106 Eh
Total energy   -76382.79069 eV
Maximum force   1.45 eV Å⁻¹

---

4.
C18H31F6N6O6RuS3 | the ωB97M-V functional and the def2-TZVPD basis

Positions of all 71 atoms, in Å:
1 Ru 1.188 -0.325 1.210
2 C -1.980 -1.206 0.280
3 C -2.006 0.058 1.140
4 N -0.972 -0.064 2.177
5 C -1.345 -1.153 3.113
6 C -0.136 -1.897 3.731
7 S 0.965 -2.691 2.578
8 C -0.213 -3.582 1.500
9 C -0.367 -3.048 0.104
10 N -0.620 -1.621 -0.103
11 H -2.507 -1.975 0.834
12 H -2.576 -1.011 -0.602
13 H -1.715 0.924 0.495
14 H -3.063 0.216 1.426
15 H -0.792 0.818 2.656
16 H -1.993 -0.883 3.961
17 H -1.866 -1.863 2.575
18 H 0.458 -1.166 4.361
19 H -0.522 -2.610 4.441
20 H 0.070 -4.602 1.410
21 H -1.139 -3.514 2.044
22 H 0.580 -3.330 -0.434
23 H -1.151 -3.710 -0.369
24 H -0.462 -1.443 -1.101
25 C 1.012 2.088 4.680
26 O 1.276 0.797 4.085
27 C 2.074 0.787 2.870
28 C 3.476 1.294 3.047
29 H 0.315 1.904 5.426
30 H 0.713 2.862 3.930
31 H 1.955 2.450 5.130
32 H 3.961 0.935 3.971
33 H 3.708 2.398 3.022
34 H 3.990 0.781 2.204
35 N 2.477 -1.144 -2.066
36 C 2.860 -1.873 -1.024
37 N 3.252 -3.157 -1.234
38 O 2.947 -1.365 0.098
39 H 2.021 -1.589 -2.866
40 H 2.100 -0.193 -1.924
41 H 3.337 -3.618 -2.054
42 H 3.405 -3.600 -0.326
43 C -0.537 5.766 -0.876
44 C 0.089 4.377 -0.539
45 C -0.250 3.223 -1.282
46 C 0.257 1.976 -1.022
47 N 1.213 1.796 -0.058
48 C 1.617 2.865 0.621
49 C 1.060 4.143 0.484
50 H -1.676 5.682 -0.826
51 H -0.360 6.029 -1.923
52 H -0.194 6.525 -0.205
53 H -0.994 3.290 -2.048
54 H -0.084 1.039 -1.517
55 H 2.284 2.603 1.396
56 H 1.408 4.923 1.166
57 F -0.986 0.883 -5.436
58 C -1.747 1.437 -4.503
59 F -2.792 2.029 -5.037
60 F -1.091 2.406 -3.878
61 S -2.404 0.218 -3.257
62 O -2.529 0.926 -1.970
63 O -3.562 -0.381 -3.851
64 N -1.114 -0.746 -3.062
65 S -0.818 -2.042 -4.018
66 O 0.453 -2.642 -3.602
67 O -1.142 -1.833 -5.374
68 C -1.991 -3.412 -3.519
69 F -1.406 -4.617 -3.658
70 F -2.982 -3.318 -4.379
71 F -2.439 -3.222 -2.225

Forces on the atoms, in the same order (eV/Å):
0.6 0.1 -0.1
-0.1 0.5 -0.2
0.7 0.8 -1.5
-1.2 -0.3 0.8
2.0 0.9 1.6
-0.2 1.7 1.1
0.5 -0.1 -0.6
-0.1 1.3 0.7
0.5 -1.2 -1.6
0.3 -0.4 0.3
0.2 -0.5 -0.1
-0.1 0.0 -0.2
-0.3 -0.6 0.5
0.5 0.1 0.5
-0.1 -0.3 0.1
0.1 0.5 -0.3
-1.3 -1.2 -1.1
-0.3 -0.8 -1.0
-0.2 -0.5 0.2
0.3 -0.9 0.2
-0.5 -0.4 0.1
-0.8 0.5 0.3
0.5 0.8 0.3
-0.3 0.2 0.3
2.6 0.0 -1.9
-0.1 0.8 -0.8
-0.8 0.1 1.3
0.6 -0.4 -0.4
-1.5 0.0 1.3
-0.2 -0.7 0.4
-0.4 0.1 0.0
-0.3 -0.1 -0.1
-0.5 -0.7 -0.2
0.3 0.7 0.4
-1.4 1.1 -1.9
0.5 0.1 -0.6
-0.5 1.7 4.5
-0.2 -0.1 1.1
0.3 -0.1 0.3
0.6 -0.9 0.4
0.1 -1.4 -2.9
0.2 -0.2 -0.9
-1.4 -2.1 -0.2
0.9 -0.3 0.5
-0.6 0.9 0.1
1.2 -0.7 1.0
-1.0 -0.3 -1.1
-1.3 0.4 -0.3
-0.5 0.2 -1.0
1.5 0.1 0.2
0.4 0.0 0.2
0.2 0.5 0.3
-0.3 0.2 -0.1
0.2 1.0 0.2
0.8 0.3 0.7
-0.2 -0.1 -0.4
-0.2 0.3 0.3
-0.6 0.1 0.4
-0.8 0.1 -0.9
1.0 -0.1 0.0
0.9 -0.4 1.8
0.0 -0.6 -2.2
0.3 0.2 0.1
0.0 -1.1 -0.6
0.5 -0.1 2.4
-0.7 1.1 -0.4
0.3 0.1 -1.3
0.2 0.8 0.3
-0.5 0.8 0.6
-0.8 -0.6 0.5
0.3 -0.7 -1.6

Values from the calculation:
ΔE to the lowest compared entry with this formula, charge and spin   58.0 kJ/mol
Lowest unoccupied orbital energy (spin up / spin down)   0.37 / -0.04 eV
Orbital gap (spin up / spin down)   0.23724 / 0.29977 Eh
Total energy   -91782.48805 eV
2S+1   6
Maximum force   4.85 eV Å⁻¹

---

Repeat the first record exactly.
C18H31BrGeO3Pt | the ωB97M-V functional and the def2-TZVPD basis

Positions of all 55 atoms, in Å:
1 Pt 0.185 0.380 -0.044
2 C 3.671 -0.044 0.998
3 C 2.354 0.015 1.732
4 C 2.396 -0.651 3.094
5 C 1.730 1.414 1.794
6 O 1.351 -0.765 0.943
7 Ge -0.369 -2.064 1.451
8 O -0.423 -1.387 -0.600
9 C -1.225 -1.775 -1.820
10 C -1.366 -3.276 -1.587
11 C -2.549 -1.044 -1.766
12 C -0.426 -1.474 -3.063
13 O -0.980 -0.312 1.602
14 C -2.181 0.292 2.294
15 C -2.652 1.401 1.373
16 C -1.718 0.810 3.632
17 C -3.204 -0.819 2.433
18 H 4.420 0.496 1.580
19 H 3.615 0.440 0.022
20 H 4.010 -1.072 0.885
21 H 3.070 -0.093 3.747
22 H 2.788 -1.666 3.020
23 H 1.413 -0.652 3.571
24 H 2.426 2.160 2.187
25 H 0.836 1.430 2.414
26 H 1.509 1.825 0.761
27 H -1.897 -3.499 -0.658
28 H -0.401 -3.780 -1.605
29 H -1.977 -3.684 -2.395
30 H -3.082 -1.250 -0.838
31 H -3.181 -1.369 -2.593
32 H -2.414 0.037 -1.878
33 H 0.563 -1.930 -3.024
34 H -0.350 -0.402 -3.249
35 H -0.956 -1.900 -3.917
36 H -1.857 2.143 1.222
37 H -3.485 1.943 1.821
38 H -2.997 1.001 0.417
39 H -1.014 1.637 3.524
40 H -1.258 0.018 4.225
41 H -2.573 1.183 4.196
42 H -3.470 -1.239 1.460
43 H -4.118 -0.435 2.884
44 H -2.844 -1.613 3.095
45 Br 2.661 3.220 -5.354
46 C 2.051 2.322 -3.904
47 C 0.872 2.779 -3.247
48 C 0.447 2.086 -2.141
49 C 1.161 0.954 -1.684
50 C 2.311 0.488 -2.342
51 C 2.757 1.173 -3.443
52 H 0.345 3.650 -3.613
53 H -0.448 2.451 -1.627
54 H 2.834 -0.399 -2.011
55 H 3.644 0.849 -3.973

Forces on the atoms, in the same order (eV/Å):
0.1 -0.3 0.0
0.0 0.2 0.0
-0.4 0.2 0.2
0.0 0.1 0.0
-0.1 -0.2 0.3
0.6 -0.5 -0.5
-0.2 0.2 -0.2
0.2 0.0 -0.1
-0.1 -0.1 0.3
-0.1 0.1 -0.1
0.0 0.0 -0.1
-0.1 0.0 -0.1
0.0 0.2 0.2
-0.1 -0.1 -0.2
0.0 0.0 0.0
0.1 0.0 0.1
0.0 0.0 0.0
0.0 0.0 0.0
0.0 0.0 0.0
0.0 0.0 0.0
0.0 0.0 0.0
0.0 0.0 0.0
0.0 0.0 0.0
0.0 0.1 -0.2
0.0 0.0 0.0
0.0 0.1 -0.1
0.0 0.0 0.0
0.0 0.0 0.0
0.0 0.0 0.0
0.0 0.0 0.0
0.0 0.0 0.0
0.0 0.0 0.0
0.0 0.0 0.0
0.0 0.0 0.0
0.0 0.0 0.0
0.0 0.0 0.0
0.0 0.0 0.0
0.0 0.0 0.0
0.0 0.0 0.0
0.0 0.0 0.0
0.0 0.0 0.0
0.0 0.0 0.0
0.0 0.0 0.0
0.0 0.0 0.0
0.0 0.0 0.0
0.0 0.0 0.0
0.1 -0.1 0.0
0.1 0.0 -0.1
-0.1 0.4 0.2
-0.2 -0.1 0.1
0.0 0.0 -0.1
0.0 0.0 0.0
0.0 0.0 0.0
0.0 0.0 0.1
0.0 0.0 0.0

Values from the calculation:
Lowest unoccupied orbital energy (spin up / spin down)   -12.55 / -13.53 eV
Orbital gap (spin up / spin down)   0.25585 / 0.22986 Eh
Total energy   -155084.02615 eV
2S+1   2
Total charge   +3
Maximum force   0.88 eV Å⁻¹

---

> Among the records above, which one has the lowest maximum force?

C18H31BrGeO3Pt

---

> maximum force of number 4 (C18H31F6N6O6RuS3)?

4.85 eV Å⁻¹

---

> Which value of maximum force does entry 4 give?

4.85 eV Å⁻¹